Entry from OMol25: C17H30NO3 as an isolated structure in a non-equilibrium geometry (ωB97M-V/def2-TZVPD).

The geometry in XYZ format:
```
51
Properties=species:S:1:pos:R:3:nbo_charge:R:1
C -5.902 -0.233 0.106 -0.5440
H -5.913 0.838 0.028 0.2149
H -6.708 -0.592 0.370 0.1951
H -5.751 -0.585 -1.034 0.1658
C -4.738 -0.832 0.735 -0.2919
C -3.553 -0.124 0.424 0.0109
C -2.834 -0.797 -0.443 -0.2381
C -1.614 -0.069 -1.226 -0.2605
C -1.222 1.180 -0.723 0.2544
C -1.896 1.768 0.313 -0.2369
C -3.144 1.413 0.828 -0.1030
H -3.778 1.836 1.443 0.2061
H -1.647 2.617 0.560 0.1899
O 0.058 1.672 -1.096 -0.5182
C 0.626 2.747 -0.766 -0.0139
C 2.070 2.597 -0.777 -0.0767
H 2.701 3.359 -0.499 0.1906
H 2.274 2.449 -1.892 0.1791
O 2.779 1.564 -0.374 -0.5418
C 2.854 1.553 1.211 -0.1395
H 3.829 1.926 1.209 0.2278
H 2.018 2.231 1.743 0.2279
C 2.791 0.197 1.738 0.0321
C 1.371 -0.522 1.571 -0.0898
N 1.261 -0.643 -0.294 -0.6109
H 1.829 0.020 -0.525 0.4491
H 0.274 -0.942 -0.315 0.5168
C 1.861 -1.932 -0.627 -0.1298
C 2.476 -1.811 -1.778 -0.6455
H 3.393 -1.106 -1.633 0.2342
H 1.887 -1.248 -2.681 0.2305
H 2.963 -2.703 -2.429 0.2764
C 0.734 -3.067 -0.792 -0.4202
C -0.115 -3.564 0.425 -0.5219
H 0.532 -3.856 1.242 0.2105
H -0.619 -2.380 0.848 0.1292
H -0.774 -4.224 0.058 0.2176
H 1.156 -4.004 -0.922 0.2324
H 0.009 -2.698 -1.571 0.1965
H 2.425 -2.343 0.233 0.2446
H 0.717 0.005 1.914 0.1554
H 1.238 -1.448 2.172 0.2413
O 3.681 -0.815 1.188 -0.7230
H 4.609 -0.562 1.357 0.4942
H 2.798 0.238 2.703 0.1934
H 0.604 2.806 0.425 0.0843
H 0.331 3.540 -1.109 0.1747
H -0.919 -0.693 -1.882 0.2141
H -3.038 -1.534 -1.100 0.2180
H -5.069 -0.271 1.966 0.1257
H -4.650 -1.694 0.826 0.1722
```

Calculated values
- E (hartree) = -945.357892
- frontier orbital gap (eV) = 8.644
- ΔE to the lowest compared entry with this formula, charge and spin (kJ/mol) = 1750.1
- maximum force (Eh/bohr) = 0.3539
- charge = +1